#one
C5H28O9 | ωB97M-V with the def2-TZVPD basis set

Results
gap between HOMO and LUMO	10.28	eV

Last column: Mulliken charge in e.
CARTESIAN COORDINATES (ANGSTROEM)
1 H -3.4681 1.3978 1.0252  0.307
2 O 0.8609 1.4238 2.0320  -0.505
3 H -2.3343 2.2415 2.8770  0.268
4 H 2.3239 -0.6856 3.3777  0.173
5 O -1.8019 1.8408 2.1816  -0.535
6 O -1.3192 1.0323 -3.3915  -0.455
7 H 1.3801 0.2550 -1.0593  0.180
8 O 2.0490 -2.6276 3.9676  -0.533
9 H -0.0852 -0.8501 -3.0234  0.311
10 H -2.7615 -0.3809 -2.7462  0.321
11 C -2.6433 0.8891 1.5272  -0.186
12 O -1.6338 -2.2540 -0.0185  -0.466
13 H 1.9818 -3.5137 3.6097  0.303
14 H 0.9112 3.5017 1.9895  0.319
15 C -1.4593 -2.8307 1.2496  -0.520
16 O 0.5602 -1.4134 -3.4747  -0.626
17 O 3.1017 0.1203 -2.4905  -0.654
18 H -0.4693 -3.2696 1.4216  0.207
19 H 3.5342 -1.7161 2.7767  0.294
20 H 2.9165 -0.8058 -2.2834  0.288
21 H 0.8967 2.6641 0.3534  0.210
22 H 0.7050 0.2211 0.3203  0.288
23 H -1.7065 1.2490 -4.2444  0.236
24 H 0.3765 2.2256 -2.5934  0.289
25 O 1.2310 2.2011 -2.1439  -0.623
26 H -2.1278 -3.6635 1.4658  0.302
27 H -1.8268 0.4357 -1.5225  0.010
28 H -1.6043 -2.0827 2.0361  0.189
29 H -3.1040 1.3173 -2.3358  0.356
30 H 3.2993 0.1189 -3.4339  0.315
31 H -0.9001 -1.6515 -0.1818  0.241
32 C 1.2410 2.6499 1.3895  -0.632
33 C -2.3139 0.5795 -2.4844  -0.402
34 H -2.0148 0.3422 0.8237  -0.157
35 H -3.0297 0.1167 2.1995  0.284
36 H 1.8160 1.7422 -2.7616  0.294
37 C 2.4587 -1.7003 2.9961  -0.266
38 H 1.8658 -1.7672 2.0795  0.028
39 O 0.6328 -0.1330 -0.5814  -0.352
40 H 0.2504 -1.4516 -4.3848  0.287
41 H 2.3311 2.7012 1.3462  0.237
42 H -0.1200 1.5305 2.1095  0.375

#two
C5H28O9 | ωB97M-V with the def2-TZVPD basis set

Results
gap between HOMO and LUMO	9.94	eV

Last column: Mulliken charge in e.
CARTESIAN COORDINATES (ANGSTROEM)
1 H -3.7023 5.2985 2.8225  0.320
2 H -3.6854 -1.2388 -2.8369  0.304
3 H 3.9060 0.2682 -1.6916  0.307
4 H -2.1788 -6.1463 -0.2417  0.268
5 H -0.9031 2.1914 4.8344  0.314
6 O 1.9866 -0.9250 2.6239  -0.612
7 H -1.7136 -4.4520 -0.0476  0.210
8 O -4.9029 3.0154 -2.4865  -0.627
9 H 3.5364 -0.6342 -3.9049  0.279
10 C 2.4735 0.9844 -2.7779  -0.249
11 H -2.0221 -0.2256 0.0646  0.303
12 O -1.8419 0.4120 0.7555  -0.626
13 H 0.3243 -6.5356 -0.0726  0.290
14 H -1.2966 2.3170 3.3779  0.322
15 C -1.4400 -5.4776 0.2000  -0.853
16 H 4.1631 3.9969 2.1454  0.238
17 H -3.9532 3.8762 2.3685  0.310
18 H 2.6765 0.4527 -4.8847  0.339
19 C 2.6340 -0.0229 -3.9048  -0.854
20 H 2.6011 4.7425 2.8513  0.244
21 H -2.3192 -1.1961 -3.4877  0.306
22 H 2.4917 -1.3100 3.3400  0.309
23 H 1.3996 1.0492 -2.6033  0.193
24 H 2.5617 3.3268 1.8864  0.205
25 H -1.4853 -5.6791 1.2703  0.299
26 H -0.9021 0.3307 0.9179  0.310
27 H 2.3753 2.9128 4.2645  0.302
28 O -0.9685 2.8250 4.1199  -0.637
29 C -0.0468 -5.5334 -0.2871  -0.232
30 H -0.1873 -4.4526 -1.8660  0.295
31 O 2.9465 0.2390 -1.6918  -0.498
32 H -4.3320 2.4990 -1.9176  0.316
33 O 3.2043 3.1819 3.8620  -0.525
34 O 0.0969 -5.3540 -1.6978  -0.501
35 H -5.4005 2.3647 -2.9816  0.310
36 H 2.9360 1.9464 -2.9987  0.278
37 H 1.7574 -0.6684 -3.9609  0.203
38 H 2.6166 -0.8308 1.9094  0.305
39 H 0.5375 -4.8303 0.3065  0.221
40 C 3.1857 3.8557 2.6067  -0.461
41 O -2.7508 -1.3031 -2.6401  -0.596
42 O -4.3783 4.7295 2.4544  -0.631

Least stable = #two

#one
C11H20N2O3 | ωB97M-V with the def2-TZVPD basis set

Results
gap between HOMO and LUMO	9.99	eV

Last column: Mulliken charge in e.
CARTESIAN COORDINATES (ANGSTROEM)
1 C 3.1224 2.0308 0.2422  -0.740
2 H 1.8198 -2.2538 -0.5902  0.411
3 C 3.0375 -0.3073 -0.6334  -0.682
4 H -1.6507 -1.6720 -0.0805  0.325
5 H -1.4389 2.2147 -0.5450  0.221
6 H -2.4765 0.0137 2.2853  0.353
7 H -4.2148 -2.0204 -0.2187  0.339
8 H -2.1450 -0.7754 -1.6006  0.216
9 C -3.2202 -0.1625 0.2012  0.693
10 H 0.9482 2.0740 0.2342  0.251
11 N 1.7074 0.1946 -0.2591  0.197
12 O 4.4919 -1.8806 0.6681  -0.568
13 H 4.9547 1.0509 -0.5249  0.439
14 H 1.5627 1.0845 1.5704  0.293
15 H -4.1969 -0.1523 2.1706  0.427
16 C -4.3884 -0.9836 -0.4530  -1.427
17 C -0.7467 0.2606 -0.2685  0.409
18 H -4.3455 -0.8671 -1.5498  0.387
19 C -1.9581 -0.6639 -0.4987  -0.913
20 H 3.0676 -0.5479 -1.6678  0.507
21 H -3.0937 -1.6070 1.8934  0.283
22 C -3.2815 -0.5001 1.7249  -1.371
23 H 4.3874 0.3894 0.9236  0.318
24 H 3.0447 2.7041 -0.5877  0.359
25 H -3.3626 0.9299 0.0273  0.219
26 H -5.4108 -0.6922 -0.1005  0.376
27 H 3.5317 2.5419 1.1013  0.356
28 C 1.7581 1.3910 0.5226  -0.458
29 C 3.4688 -1.7086 0.0678  0.663
30 O 2.4945 -2.6109 0.0507  -0.528
31 C 4.0147 0.7991 -0.0098  -0.751
32 N -0.8348 1.5409 -1.0015  -0.576
33 C 0.5674 -0.4250 -0.6368  0.308
34 O 0.5636 -1.4130 -1.3379  -0.777
35 H -1.1604 1.4981 -1.9519  0.244
36 H -0.6176 0.5254 0.8328  0.198

#two
C11H20N2O3 | ωB97M-V with the def2-TZVPD basis set

Results
gap between HOMO and LUMO	9.56	eV

Last column: Mulliken charge in e.
CARTESIAN COORDINATES (ANGSTROEM)
1 H -1.4444 -2.8856 1.7362  0.367
2 C 2.1370 2.1733 0.1025  0.611
3 N -2.4828 -0.0589 0.5728  -0.628
4 C 1.4911 1.9807 1.5147  -0.867
5 H 2.4253 3.5093 -1.5419  0.259
6 H 0.9693 0.4827 -2.1601  0.351
7 C 2.4164 0.7656 -0.4190  -1.067
8 H -2.8799 -2.2781 2.2946  0.384
9 H -0.8167 0.1019 -0.8172  0.253
10 H 1.8123 2.6265 2.3562  0.401
11 O 2.7810 -1.4583 -2.6636  -0.417
12 H 2.5318 -2.2657 -3.1033  0.337
13 H 3.2796 2.2914 0.2825  0.221
14 N 0.0156 -0.1659 -0.4708  0.271
15 H -3.7743 -0.4095 -1.1347  0.218
16 C -2.2614 -2.2269 1.4786  -0.967
17 H -4.2565 -0.8379 0.3313  0.447
18 C 1.4897 3.2495 -0.7566  -1.175
19 H 1.3240 0.7752 1.8639  0.198
20 H 0.4603 2.6499 -0.9244  0.199
21 H -1.6066 -2.1897 -0.4841  -0.006
22 H 3.2814 0.5873 -1.0975  0.611
23 C -2.6703 -2.2149 0.0894  0.013
24 C 1.3009 -0.0744 -1.2122  -0.247
25 H 1.1353 4.1719 -0.2952  0.384
26 H -3.1668 0.4129 1.2885  0.406
27 H 0.2978 2.2388 1.4332  0.143
28 O 0.8751 -1.1387 1.5651  -0.677
29 C -3.3096 -0.9221 -0.1210  -0.829
30 O 0.7041 -2.3906 -2.3198  -0.587
31 C -0.0563 -0.7212 0.8214  -0.097
32 C 1.5488 -1.5382 -2.0183  0.389
33 H -3.4113 -2.9947 -0.2427  0.390
34 H -1.4245 -0.4034 2.3139  0.531
35 H 2.8335 0.0170 0.3966  0.283
36 C -1.5489 -0.8592 1.3407  -0.103

Least stable = #two

#one
C2HCl2NO | ωB97M-V with the def2-TZVPD basis set

Results
gap between HOMO and LUMO	11.08	eV

Last column: Mulliken charge in e.
CARTESIAN COORDINATES (ANGSTROEM)
1 C 2.5269 0.1924 0.6115  0.330
2 Cl 1.3147 -2.0288 -0.2727  -0.171
3 N 0.1376 0.3545 0.2555  -0.480
4 Cl 3.5021 0.6565 -0.7676  -0.136
5 O 3.0518 0.2474 1.6760  -0.365
6 H -0.6969 -0.1906 0.0313  0.300
7 C 1.1797 -0.2936 0.2433  0.522

#two
C2HCl2NO | ωB97M-V with the def2-TZVPD basis set

Results
gap between HOMO and LUMO	11.05	eV

Last column: Mulliken charge in e.
CARTESIAN COORDINATES (ANGSTROEM)
1 N -0.5190 -2.2562 0.6774  -0.270
2 Cl 3.0594 1.3236 0.1201  -0.252
3 H 2.7397 1.7562 1.3284  0.251
4 C -0.9931 -1.4510 0.0258  0.216
5 Cl -2.2424 0.7949 0.2923  -0.110
6 C -1.2601 -0.2233 -0.7082  0.491
7 O -0.7845 0.0557 -1.7358  -0.326

Least stable = #two